[1]
The following is a quantum chemistry calculation of C47H37CoFN5O7PS3 as an isolated structure, from the OMol25 dataset.

Geometry (Å):
Co: 0.1398 0.1373 0.9678
S: 0.0674 0.3568 3.3195
C: 1.4562 1.3066 3.2671
N: 1.8176 2.2073 4.2843
N: 1.0037 2.1892 5.3098
C: 1.1217 3.1137 6.3500
C: 0.2610 2.9876 7.4368
C: 0.3475 3.8839 8.4881
C: 1.2888 4.9060 8.4623
C: 2.1387 5.0250 7.3679
C: 2.0640 4.1367 6.3068
N: 2.3390 1.3046 2.2673
N: 2.0194 0.5141 1.2616
C: 3.0636 0.3442 0.3325
C: 4.2358 1.1091 0.4145
C: 5.2508 0.9049 -0.5011
C: 5.1236 -0.0582 -1.4996
C: 3.9713 -0.8277 -1.5629
C: 2.9446 -0.6335 -0.6538
H: 0.2120 1.5436 5.2978
H: -0.4721 2.1892 7.4516
H: -0.3244 3.7825 9.3310
H: 1.3575 5.6040 9.2862
H: 2.8664 5.8263 7.3339
H: 2.7086 4.2210 5.4434
H: 4.3230 1.8555 1.1887
H: 6.1521 1.5018 -0.4336
H: 5.9230 -0.2109 -2.2147
H: 3.8577 -1.6029 -2.3111
H: 2.0757 -1.2673 -0.6960
C: -4.8093 -2.2453 -3.9022
C: -3.8613 -1.2365 -4.5337
C: -3.2504 -1.7886 -5.8103
C: -2.3529 -0.7491 -6.4572
C: -1.2933 -0.3181 -5.4787
C: -0.0684 0.1385 -5.9062
C: 0.9004 0.5167 -4.9828
F: 2.0825 0.9698 -5.4563
C: 0.6922 0.4320 -3.6405
C: -0.5475 -0.0347 -3.1876
C: -0.7625 -0.1561 -1.7458
O: 0.2261 -0.0140 -1.0009
C: -2.0776 -0.4932 -1.3320
C: -2.9928 -0.8300 -2.2782
N: -2.7724 -0.8518 -3.6048
C: -1.5413 -0.3995 -4.0941
C: -2.5538 -0.5139 0.0892
O: -3.7122 -0.8310 0.3252
O: -1.7104 -0.2086 1.0206
H: -5.4436 -2.6594 -4.6867
H: -5.4622 -1.8048 -3.1507
H: -4.2530 -3.0625 -3.4381
H: -4.4186 -0.3271 -4.7853
H: -4.0548 -2.0885 -6.4830
H: -2.6669 -2.6809 -5.5609
H: -2.9559 0.1141 -6.7581
H: -1.8820 -1.1417 -7.3596
H: 0.1552 0.1997 -6.9647
H: 1.4483 0.7129 -2.9198
H: -3.9728 -1.1169 -1.9271
O: -1.2953 2.4796 -1.0272
C: -0.6190 2.8335 -0.0673
O: -0.0381 2.0837 0.8002
C: -0.4064 4.3097 0.1935
C: -0.8068 5.2292 -0.7630
C: -0.6335 6.6059 -0.5742
C: -0.0565 6.9948 0.6073
O: 0.2172 8.2721 1.0339
C: 0.7873 8.1348 2.3371
O: 0.8900 6.7470 2.6373
C: 0.3422 6.0833 1.5600
C: 0.1914 4.7343 1.3906
H: -1.2645 4.8489 -1.6662
H: -0.9366 7.3302 -1.3183
H: 0.1377 8.6202 3.0684
H: 1.7817 8.5838 2.3440
H: 0.5211 4.0115 2.1244
S: 0.8575 -3.0610 -2.1433
P: 0.3970 -3.6326 -0.3113
S: 0.5130 -2.3586 1.2577
C: -1.3124 -4.2830 -0.3211
C: -2.3218 -3.6406 0.3815
C: -3.6321 -4.1042 0.3109
C: -3.9311 -5.2243 -0.4489
C: -2.9202 -5.8785 -1.1501
C: -1.6188 -5.4061 -1.0918
C: 1.3784 -5.0871 0.1932
C: 2.5090 -5.4523 -0.5231
C: 3.2932 -6.5198 -0.0962
C: 2.9458 -7.2234 1.0464
C: 1.8104 -6.8619 1.7657
C: 1.0319 -5.7966 1.3430
H: -2.0824 -2.7784 0.9874
H: -4.4088 -3.5828 0.8562
H: -4.9500 -5.5910 -0.4987
H: -3.1519 -6.7525 -1.7476
H: -0.8335 -5.8976 -1.6550
H: 2.7628 -4.8913 -1.4146
H: 4.1763 -6.7989 -0.6582
H: 3.5589 -8.0511 1.3824
H: 1.5378 -7.4085 2.6602
H: 0.1559 -5.5020 1.9094

Force components x, y, z for each atom (eV/Å):
Co -0.4 -0.6 0.1
S -0.1 -0.1 0.4
C -0.7 1.2 2.1
N -0.7 -1.2 -1.0
N 0.4 0.2 -0.4
C 0.0 -0.1 0.0
C 0.0 0.0 0.0
C 0.0 0.0 0.0
C 0.0 -0.1 -0.1
C 0.0 0.0 0.0
C 0.0 0.0 0.0
N 0.6 -1.6 -2.4
N 1.7 1.7 2.0
C 0.6 0.2 -0.1
C -0.1 -0.1 -0.2
C 0.0 0.1 0.0
C -0.1 0.0 0.1
C 0.1 0.0 0.0
C 0.0 0.0 0.2
H 0.0 0.0 -0.1
H 0.0 0.0 0.0
H 0.0 0.0 0.0
H 0.0 0.0 0.0
H 0.0 0.0 0.0
H 0.0 0.0 0.0
H 0.0 0.0 0.0
H 0.0 0.0 0.0
H 0.0 0.0 0.0
H 0.0 0.0 0.0
H 0.0 0.0 0.0
C 0.0 -0.1 0.0
C 0.1 0.0 0.1
C 0.1 -0.1 0.0
C 0.0 0.0 0.0
C -0.1 0.0 0.0
C 0.0 0.0 -0.1
C 0.0 0.0 0.0
F 0.1 0.0 0.0
C -0.1 0.0 0.1
C 0.0 0.0 0.0
C 0.3 -0.2 0.0
O -0.1 0.4 -0.5
C 0.0 0.1 0.0
C 0.0 -0.1 0.0
N 0.1 0.1 -0.2
C -0.2 -0.1 0.0
C 0.4 0.2 0.9
O -0.4 0.0 -0.2
O -1.5 -0.2 -0.6
H 0.0 0.0 0.0
H 0.0 0.0 0.0
H 0.0 0.0 0.0
H 0.0 0.0 0.0
H 0.0 0.0 0.0
H 0.0 0.0 0.0
H 0.0 0.0 0.0
H 0.0 0.0 0.0
H 0.0 0.0 0.0
H 0.0 0.0 0.0
H 0.0 0.0 0.0
O 0.1 0.0 0.0
C -0.1 -0.1 0.1
O 0.0 0.6 0.0
C 0.0 0.1 0.0
C 0.0 0.1 0.0
C 0.0 -0.1 -0.1
C -0.1 0.1 -0.1
O 0.1 0.1 0.1
C -0.1 -0.2 -0.1
O 0.0 0.1 0.0
C 0.0 -0.1 0.1
C 0.0 -0.1 -0.1
H 0.0 0.0 0.0
H 0.0 0.0 0.0
H -0.1 0.0 0.0
H 0.1 0.0 0.0
H 0.0 0.0 0.0
S 0.1 -0.2 -0.1
P -0.4 0.2 0.2
S 0.5 -0.5 0.0
C -0.1 -0.1 0.0
C 0.0 -0.1 0.0
C 0.0 -0.1 0.0
C 0.0 0.0 0.0
C 0.0 0.0 0.0
C 0.0 0.0 0.0
C 0.1 0.0 0.0
C 0.0 -0.1 0.0
C 0.0 0.0 0.0
C 0.0 0.0 0.0
C 0.0 0.0 0.0
C 0.0 0.0 0.0
H 0.0 0.0 0.1
H 0.0 0.0 0.0
H 0.0 0.0 0.0
H 0.0 0.0 0.0
H 0.0 0.0 0.0
H 0.0 0.0 0.0
H 0.0 0.0 0.0
H 0.0 0.0 0.0
H 0.0 0.0 0.0
H 0.0 0.0 0.0

Summary:
⟨S²⟩: 6.23
LUMO energy (spin up / spin down), eV: 0.94 / 0.20
Total energy, eV: -153266.2139
2S+1: 5
Molecular weight, g/mol: 988.95
Charge: -1

[2]
The following is a quantum chemistry calculation of a 8-piece molecular cluster, C44H100N4O8 overall, from the OMol25 dataset.

Geometry (Å):
C: -0.7782 2.3057 3.7190
C: 0.7049 2.7216 3.6742
C: 0.7605 4.0191 2.7448
C: 1.2273 3.2151 5.0480
C: 1.3851 2.0834 6.0038
C: 2.3061 1.0534 5.3800
C: 1.8561 0.4789 4.0306
C: 3.0636 -0.2978 3.4249
C: 0.6112 -0.4994 4.1015
N: 1.6495 1.7440 3.1815
O: 1.2785 1.2572 1.8481
H: -0.9340 1.8624 2.7366
H: -0.9214 1.5617 4.5014
H: -1.4379 3.1525 3.9013
H: 0.3996 3.7743 1.7538
H: 0.2447 4.8654 3.1588
H: 1.8058 4.3160 2.6920
H: 2.2157 3.6418 4.8455
H: 0.5146 3.9309 5.4977
H: 1.8086 2.4152 6.9662
H: 0.3674 1.6901 6.1914
H: 2.5168 0.1609 6.0009
H: 3.3084 1.4924 5.1977
H: 3.3938 -1.0419 4.1237
H: 3.8755 0.3651 3.2121
H: 2.7079 -0.8085 2.4950
H: 1.0533 -1.4953 4.1855
H: 0.0460 -0.4555 3.1950
H: -0.0525 -0.2955 4.9034
H: 2.1272 1.3506 1.4044
C: -1.5845 4.5299 -3.5552
C: -2.1526 3.5525 -2.4704
C: -2.2045 2.1842 -3.1648
C: -1.2604 3.5020 -1.2123
C: -1.3427 4.8372 -0.4690
C: -2.7402 4.8519 0.0573
C: -3.8405 4.9778 -1.0601
C: -5.1383 4.5406 -0.3676
C: -3.8044 6.3331 -1.7798
N: -3.4896 3.8846 -2.0171
O: -4.4198 3.9186 -3.1150
H: -1.5478 5.5397 -3.1762
H: -0.5675 4.1953 -3.6789
H: -2.2801 4.3935 -4.3805
H: -2.8960 2.2394 -4.0272
H: -1.2028 1.9276 -3.5318
H: -2.6066 1.5203 -2.3477
H: -1.5559 2.5996 -0.6277
H: -0.3086 3.2839 -1.6163
H: -0.5888 4.8889 0.3113
H: -1.1561 5.6508 -1.2145
H: -2.9715 5.6712 0.7654
H: -2.8767 3.8788 0.5394
H: -4.8983 3.6142 0.1859
H: -5.9564 4.4628 -1.1169
H: -5.5273 5.2666 0.3407
H: -2.8607 6.4314 -2.2352
H: -4.1025 7.0822 -1.0355
H: -4.5809 6.4122 -2.5390
H: -5.0531 3.2498 -2.8543
C: -2.4817 -5.7477 1.6862
C: -1.3308 -6.3797 2.4797
C: -1.8344 -6.6069 3.9183
C: -0.8412 -7.7065 1.8883
C: -0.1429 -7.4885 0.5465
C: 1.0914 -6.5999 0.7031
C: 0.6888 -5.2103 1.3313
C: 1.9533 -4.4552 1.7806
C: -0.0530 -4.3237 0.2786
N: -0.0744 -5.5284 2.5743
O: -0.3736 -4.3282 3.3192
H: -2.3985 -5.8421 0.6001
H: -3.4293 -6.2154 1.9705
H: -2.5443 -4.6430 1.9109
H: -2.5054 -7.4853 3.9659
H: -0.9531 -6.8454 4.5240
H: -2.3088 -5.7072 4.3188
H: -0.1477 -8.0787 2.6450
H: -1.6661 -8.4383 1.8224
H: 0.0861 -8.4455 0.1343
H: -0.8920 -7.0928 -0.1519
H: 1.5807 -6.3712 -0.2214
H: 1.7717 -7.1159 1.3693
H: 2.4609 -5.0401 2.5757
H: 1.7518 -3.4210 2.0690
H: 2.5638 -4.4502 0.8619
H: 0.7195 -3.9179 -0.4174
H: -0.4259 -3.4324 0.7953
H: -0.7669 -4.9357 -0.2533
H: -0.9664 -3.7435 2.8068
C: 3.4180 5.0851 -2.3361
C: 3.7299 3.8943 -3.2205
C: 2.7983 4.1314 -4.4708
C: 5.2249 3.8245 -3.5364
C: 5.5905 2.5579 -4.2915
C: 5.2597 1.3765 -3.4092
C: 3.7695 1.2902 -3.0088
C: 2.9007 0.8137 -4.2791
C: 3.5595 0.2649 -1.9033
N: 3.4270 2.6220 -2.5044
O: 2.0788 2.5896 -2.1165
H: 2.3479 5.0910 -2.1359
H: 3.9218 4.9774 -1.3749
H: 3.6164 6.0100 -2.8695
H: 3.0194 3.4630 -5.2830
H: 1.7738 4.0292 -4.1034
H: 2.9870 5.1457 -4.8034
H: 5.4300 4.7861 -3.9973
H: 5.7716 3.8523 -2.5936
H: 5.1437 2.4340 -5.2861
H: 6.6486 2.5155 -4.4823
H: 5.8767 1.4257 -2.4846
H: 5.5625 0.4965 -3.9784
H: 1.8437 0.9360 -4.0251
H: 3.1606 -0.2297 -4.5156
H: 3.1039 1.5001 -5.0766
H: 2.4633 0.1582 -1.6777
H: 4.0394 0.6266 -0.9740
H: 3.9979 -0.7280 -2.1222
H: 2.0786 2.6104 -1.1367
C: -4.8561 -2.2289 -0.7004
C: -3.9948 -3.5116 -0.5873
O: -4.4342 -4.5708 -1.4513
H: -4.6567 -1.7053 -1.6426
H: -4.4708 -1.5314 0.0302
H: -5.9226 -2.3070 -0.5273
H: -4.0696 -3.9631 0.3668
H: -2.9607 -3.3042 -0.8357
H: -4.2623 -4.2406 -2.3237
C: -1.0327 -1.2085 -1.6565
C: -0.1448 -0.2890 -0.9655
O: -0.7100 -0.0224 0.2980
H: -1.1449 -2.1885 -1.2113
H: -0.7362 -1.2689 -2.6930
H: -2.0551 -0.8129 -1.5288
H: -0.0100 0.6333 -1.5237
H: 0.9100 -0.7081 -0.8026
H: -0.0971 0.6010 0.7332
C: 1.8542 -3.6189 -2.7340
C: 2.1662 -3.1123 -4.0922
O: 2.4312 -4.2641 -4.8905
H: 0.8926 -4.0698 -2.6037
H: 1.7456 -2.7588 -2.0868
H: 2.6185 -4.3288 -2.4206
H: 2.9565 -2.3606 -4.0427
H: 1.2913 -2.5296 -4.4326
H: 2.1522 -4.1033 -5.7967
C: -3.6286 -2.4197 3.7030
C: -3.0466 -1.3080 2.8665
O: -1.9350 -1.7742 2.0737
H: -4.0160 -2.0430 4.6186
H: -2.8813 -3.1259 4.0110
H: -4.5132 -2.9181 3.2529
H: -2.5654 -0.5666 3.4787
H: -3.7929 -0.8660 2.2027
H: -1.7445 -1.1432 1.3534

Force components x, y, z for each atom (eV/Å):
C 1.0 -0.6 0.0
C -1.1 2.8 -0.2
C 1.0 -1.7 0.5
C -0.2 0.0 -0.5
C -0.1 -0.8 0.6
C 0.7 -1.2 0.1
C -0.3 0.9 -0.4
C -2.0 0.1 -0.8
C 2.2 0.6 -0.4
N 0.4 -2.0 0.0
O 0.1 0.7 0.5
H -0.7 -0.1 0.0
H -0.3 0.0 -0.2
H 0.1 0.0 -0.1
H -0.1 0.1 -0.2
H -0.6 0.1 0.3
H 0.2 0.0 -0.3
H -0.2 0.4 0.2
H 0.5 0.1 -0.6
H -0.3 -0.1 -0.3
H 0.6 -0.2 0.2
H -0.3 0.5 0.2
H -0.5 0.1 0.2
H 0.1 -0.5 0.4
H 0.5 0.5 -0.2
H 0.5 0.3 0.7
H -0.4 -0.1 0.2
H -0.2 -0.1 -0.7
H -0.4 0.1 0.9
H 0.0 0.0 -0.2
C -0.7 -0.8 1.6
C 0.2 0.8 -0.6
C -0.7 0.1 1.1
C -0.8 -0.3 -0.8
C 0.4 -0.3 -1.0
C -1.2 1.2 0.1
C 1.7 -1.3 -0.1
C -0.4 0.3 -0.8
C -2.2 -0.5 1.5
N -1.5 -0.5 0.5
O 0.5 0.3 0.1
H -0.1 0.3 -0.4
H 0.3 0.0 -0.9
H 0.5 0.4 -0.4
H 0.3 -0.2 0.5
H -0.2 -0.3 0.3
H 0.5 0.0 -1.2
H 0.1 0.8 0.1
H 1.5 -0.1 -0.2
H 0.0 0.2 0.1
H 0.0 -0.5 0.8
H 0.3 -0.4 -0.1
H -0.3 0.3 0.3
H -0.6 0.3 -0.5
H 0.5 -0.5 0.5
H 0.3 0.3 0.2
H 1.0 0.8 -0.2
H 0.7 0.3 -0.2
H 0.1 -0.3 -0.2
H -0.2 -0.2 -0.1
C 0.0 1.0 -0.1
C 0.2 0.4 0.1
C 0.6 -0.4 -0.1
C -0.1 0.3 0.3
C -0.6 0.2 0.2
C -1.4 0.9 0.9
C -0.1 -0.2 0.4
C 0.1 -0.9 -0.7
C 1.7 0.0 0.6
N -1.0 0.3 0.1
O 0.2 -0.3 -0.4
H 0.1 0.0 0.2
H 0.1 0.1 0.1
H -0.1 -1.1 -0.2
H 0.1 0.5 -0.1
H -0.2 0.1 0.1
H 0.0 -0.3 0.0
H 0.2 -0.3 -0.2
H 0.2 0.4 -0.1
H 0.6 -0.8 -0.3
H 0.3 0.2 0.0
H 0.3 -0.1 -0.7
H 0.4 0.1 0.2
H -0.2 0.6 -0.4
H 0.0 -0.2 0.2
H 0.3 0.2 0.5
H -0.6 -0.5 0.3
H -0.6 -0.3 -0.2
H -0.4 0.4 -0.2
H 0.2 -0.2 -0.2
C -0.4 -0.6 0.6
C -0.8 -0.9 -0.9
C 1.0 -0.2 1.1
C -0.8 0.5 -0.2
C 0.0 0.3 0.1
C 0.0 -0.5 0.3
C 0.1 -0.4 -1.9
C 0.6 0.6 1.8
C -0.5 0.0 0.9
N 0.3 0.2 0.8
O -1.0 0.2 0.8
H -0.1 0.0 0.1
H 0.2 0.4 0.0
H 0.4 0.1 0.2
H -0.1 -0.3 -0.3
H 0.1 0.0 -0.4
H -0.2 0.2 -0.2
H 0.4 -0.1 -0.6
H 0.0 -0.2 0.2
H -0.3 0.3 0.3
H 0.6 0.2 -0.1
H -0.3 -0.1 -0.5
H -0.2 -0.4 0.3
H 0.1 -0.3 0.0
H -0.2 0.5 -0.1
H 0.2 -0.1 -0.7
H 1.1 -0.1 -0.4
H -0.1 -0.1 -0.3
H -0.3 0.5 -0.2
H 0.1 0.1 -0.8
C 1.2 0.0 -0.1
C -1.3 0.1 -1.1
O -0.1 0.2 0.4
H -0.3 -0.3 -0.1
H 0.1 0.3 0.5
H -0.1 -0.5 -0.1
H 0.1 0.0 1.2
H 0.3 0.3 0.3
H -0.1 -0.1 -0.9
C -1.7 -0.5 -0.5
C 2.3 -0.1 1.2
O 0.2 0.8 0.5
H 0.7 -0.4 0.1
H -0.3 -0.3 -0.4
H 0.2 0.2 -0.6
H -0.1 0.3 -0.2
H -1.3 0.2 -0.3
H -0.4 -0.3 0.4
C 0.2 0.4 0.8
C -1.1 0.1 -0.4
O 0.1 0.5 -0.3
H -0.6 -0.7 -0.6
H 0.6 0.3 0.6
H 0.1 0.2 0.3
H 0.6 -0.4 -0.2
H 0.1 -0.3 -0.3
H 0.1 0.0 0.0
C -0.9 -0.2 -0.6
C 1.0 -0.2 -0.7
O -0.5 -0.7 -0.4
H -0.3 0.7 0.9
H 0.4 -0.5 -0.2
H 0.8 0.0 -0.1
H -0.5 0.7 0.7
H -0.1 0.2 0.2
H 0.1 -0.1 0.3

Summary:
LUMO energy, eV: 0.44
Total energy, eV: -69584.2374
Energy relative to the best compared isomer or geometry (same formula, charge and spin), eV: 0.641
Molecular weight, g/mol: 813.30
Charge: 0